Record 1
87
Properties=species:S:1:pos:R:3:mulliken_charge:R:1 method="wB97M-V/def2-TZVPD" spin_multiplicity=1 smiles="CNC(C)=O.CNC(C)=O.CNC(C)=O.CNC(C)=O.CNC(C)=O.CNC(C)=O.ClCCl.ClCCl.ClCCl" energy_ha=-4370.14064 fmax_ev_per_a=4.1 charge=0
Cl -3.14 5.32 3.50 -0.207
Cl -3.03 2.44 2.96 -0.176
Cl 4.43 -2.64 1.57 -0.186
Cl 3.77 -1.44 -1.05 -0.141
Cl -0.88 -5.68 -1.08 -0.066
Cl -3.75 -6.00 -0.75 -0.159
O 0.44 -1.43 2.12 -0.625
O -4.30 1.21 -5.28 -0.697
O -2.34 5.24 -0.68 -0.636
O 3.53 -5.97 -2.94 -0.639
O 0.97 3.87 1.19 -0.584
O -1.03 0.57 -2.14 -0.878
N -0.60 6.61 -0.13 -0.114
N 1.47 3.14 3.19 -0.201
N 3.62 -7.23 -1.04 -0.215
N -2.78 1.75 -3.74 -0.004
N -0.56 -0.82 -0.43 0.059
N 0.37 -3.39 3.20 -0.152
C 3.36 -6.13 -1.75 0.560
C 1.13 4.09 2.36 0.474
C 2.73 -4.99 -0.92 -0.668
C -3.32 0.93 -4.62 0.742
C -2.44 -5.73 -1.88 -0.244
C 3.99 -8.52 -1.59 -0.834
C 1.57 -1.45 4.21 -1.155
C -1.18 7.42 0.96 -0.898
C -2.85 4.06 2.24 0.531
C 1.05 5.50 2.88 -0.654
C -0.33 5.15 -1.99 -0.830
C 0.76 -2.07 3.11 0.561
C -0.82 1.46 0.06 0.122
C 3.19 -1.81 0.59 0.959
C 1.38 1.68 2.93 -0.567
C -0.83 0.34 -0.94 0.375
C -1.18 5.64 -0.78 0.611
C -3.20 3.10 -3.41 -0.996
C -0.29 -2.13 -1.14 -0.463
C -2.56 -0.36 -4.96 -0.897
C -0.39 -4.17 2.21 -0.597
H 1.59 6.27 2.35 0.277
H -1.05 1.21 1.09 0.049
H -2.68 3.91 -3.93 0.199
H 1.70 -2.15 5.03 0.446
H -2.94 -0.54 -5.96 0.363
H 3.35 -7.17 -0.06 0.200
H -3.59 4.19 1.44 0.318
H -0.94 5.36 -2.87 0.229
H -0.78 -5.07 2.68 0.378
H -3.09 3.34 -2.35 0.292
H -2.90 -1.17 -4.32 0.120
H 2.08 1.25 3.64 0.145
H 0.66 -2.02 -1.68 0.272
H -2.54 -6.52 -2.62 0.322
H 1.87 3.37 4.09 0.256
H -1.15 -2.33 -1.77 0.361
H 1.79 1.58 1.92 0.236
H 2.89 -0.86 1.04 -0.167
H -1.48 -0.21 -5.04 0.287
H 1.74 -5.33 -0.61 0.043
H 4.47 -8.50 -2.57 0.306
H -0.41 -0.85 0.56 0.325
H 0.50 -3.76 4.13 0.232
H 0.59 5.73 -2.10 0.456
H -1.54 8.37 0.55 0.349
H 4.57 -9.10 -0.87 0.293
H -4.27 3.18 -3.61 0.397
H 0.23 -4.52 1.38 -0.037
H 1.11 -0.54 4.59 0.262
H -2.58 -4.81 -2.45 0.139
H -1.95 6.86 1.49 0.216
H 3.04 -9.05 -1.70 0.306
H -1.95 1.45 -3.25 0.372
H -1.84 4.26 1.87 -0.523
H 2.60 -4.04 -1.45 0.250
H -1.38 2.31 -0.33 -0.063
H -0.47 7.72 1.73 0.308
H 0.33 6.92 -0.37 0.253
H 2.30 -2.43 0.55 -0.484
H -0.20 4.10 -1.75 0.075
H 0.35 1.32 3.01 0.225
H 2.60 -1.22 3.93 0.213
H -0.02 5.74 2.95 0.021
H 3.27 -4.74 -0.01 0.369
H -1.28 -3.61 1.93 0.285
H -0.17 -2.93 -0.41 -0.233
H 1.45 5.57 3.89 0.377
H 0.17 1.91 0.19 0.174

Record 2
78
Properties=species:S:1:pos:R:3:mulliken_charge:R:1 method="wB97M-V/def2-TZVPD" spin_multiplicity=6 energy_ha=-4083.11554 fmax_ev_per_a=0.9 charge=+3
Os 0.52 -1.15 -0.13 1.636
Ge 0.83 1.21 -0.36 -0.295
Si -0.40 2.41 -2.46 0.342
Si 3.39 1.63 -0.78 0.267
Si 0.07 2.59 1.63 0.601
N 0.17 -3.45 0.11 -0.901
N -0.55 -1.15 -1.68 -0.353
N 1.65 -1.44 1.76 -0.507
N -2.73 -1.74 2.97 0.123
C -2.17 1.96 -2.07 -0.743
C -3.96 -2.38 -2.18 -0.698
C 0.42 1.47 -3.86 -0.898
C 1.09 -2.30 2.85 0.263
C 0.19 4.44 1.38 -1.011
C -1.70 1.89 1.80 -0.874
C -0.10 -4.08 1.43 0.144
C 4.21 0.95 0.77 -0.908
C -1.44 -3.62 2.01 -1.381
C -0.28 -1.81 3.34 -1.230
C -1.41 -2.14 2.37 1.643
C -4.00 -2.46 -3.58 -0.514
C -1.66 -1.56 -2.28 -0.520
C 1.12 2.05 3.11 -1.048
C 3.54 3.49 -0.94 -0.820
C -2.88 -2.09 -4.32 -0.812
C -2.83 -1.93 -1.54 0.704
C 1.04 -3.77 2.41 -1.554
C 3.68 0.58 -2.30 -0.957
C -0.03 4.24 -2.43 -0.860
C -1.73 -1.65 -3.70 -0.247
H 2.00 -4.06 1.98 0.451
H 3.01 3.87 -1.81 0.209
H -0.54 4.70 -3.28 0.394
H 2.53 -1.86 1.47 0.379
H 4.73 0.28 -2.37 0.455
H 3.44 1.13 -3.22 0.306
H -2.79 -1.84 -0.46 0.406
H -2.76 1.97 -3.00 0.439
H -2.91 -2.16 -5.40 0.454
H -4.82 -2.67 -1.61 0.426
H -3.51 -1.95 2.34 0.441
H 1.76 -2.24 3.71 0.417
H 2.17 2.28 2.96 0.341
H 3.08 -0.33 -2.29 0.237
H 0.91 -4.39 3.30 0.508
H -0.47 -2.30 4.30 0.524
H -2.63 2.67 -1.38 0.388
H -0.86 -1.37 -4.27 0.489
H 0.66 0.44 -3.57 0.147
H 0.80 2.62 3.99 0.468
H -1.64 -4.22 2.90 0.437
H 1.01 0.99 3.36 0.197
H 1.02 -3.88 -0.27 0.362
H -2.90 -2.26 3.84 0.439
H -0.56 -3.71 -0.55 0.273
H -0.15 -5.17 1.31 0.398
H 3.72 1.29 1.69 0.226
H -0.34 4.79 0.50 0.252
H 4.23 -0.15 0.77 0.233
H -0.40 4.73 -1.53 0.236
H -0.27 1.42 -4.71 0.442
H -2.25 0.95 -1.65 0.029
H 1.23 4.76 1.30 0.305
H 5.24 1.29 0.81 0.458
H -1.82 0.99 1.19 -0.047
H 1.33 1.96 -4.20 0.403
H -2.24 -3.83 1.29 0.516
H -2.44 2.62 1.48 0.457
H -2.77 -0.74 3.19 0.338
H -1.29 -1.54 1.46 -1.613
H -0.24 4.95 2.25 0.404
H 1.03 4.46 -2.53 0.267
H 3.17 4.00 -0.05 0.213
H -1.92 1.65 2.85 0.330
H 4.60 3.76 -1.05 0.420
H 1.91 -0.55 2.17 -0.040
H -4.90 -2.80 -4.07 0.435
H -0.24 -0.73 3.51 0.160

Record 3
81
Properties=species:S:1:pos:R:3:mulliken_charge:R:1 method="wB97M-V/def2-TZVPD" spin_multiplicity=1 smiles=Cl[Si](Br)(Br)Cc1ccccc1.CCO.CCO.CCO.CCO.CCO.CCO.CCO energy_ha=-7254.03445 fmax_ev_per_a=1.5 charge=0
Br 1.25 -2.02 2.28 -0.178
Br 4.27 -0.07 2.43 -0.303
Cl 1.38 0.69 4.42 -0.229
Si 2.01 0.09 2.52 0.708
O 1.53 4.23 6.17 -0.512
O -3.00 -0.56 -2.89 -0.479
O -5.36 -1.36 -4.49 -0.465
O 2.57 2.41 -1.42 -0.416
O 2.13 -3.47 -3.60 -0.545
O 2.19 -3.50 5.23 -0.501
O 3.70 -2.15 -0.35 -0.233
C -0.84 0.09 0.52 -0.236
C 3.19 3.65 -1.74 -0.261
C 5.33 -3.94 -0.33 -1.016
C 4.99 -2.55 -0.82 -0.325
C -5.42 -2.28 -5.59 -0.203
C -6.63 -2.00 -6.46 -1.082
C -1.11 1.90 2.07 -0.271
C 1.08 -2.53 -3.77 -0.215
C -3.38 1.78 -3.36 -1.161
C 1.29 -3.12 6.27 -0.008
C 0.40 4.76 5.49 -0.110
C -2.36 0.67 -3.20 0.131
C -0.30 1.10 1.30 0.245
C 1.63 -1.11 -3.82 -0.676
C -3.01 0.65 1.27 -0.557
C -2.21 -0.17 0.49 -0.941
C 1.24 1.30 1.32 -0.446
C -2.48 1.66 2.02 -0.612
C -0.89 4.22 6.08 -0.934
C 2.15 4.73 -1.98 -1.047
C -0.01 -3.90 6.18 -0.976
H -1.67 0.89 -2.39 0.121
H 0.47 4.51 4.42 0.124
H -2.60 -0.98 -0.12 0.431
H -0.50 -3.73 5.22 0.275
H -6.67 -2.69 -7.30 0.340
H -4.08 1.55 -4.16 0.318
H 5.33 -3.98 0.76 0.304
H 2.57 -3.24 -2.77 0.268
H 1.75 -3.33 4.39 0.171
H 2.01 2.16 -2.16 0.189
H 1.10 -2.04 6.18 0.067
H -3.12 2.29 2.63 0.394
H 0.44 5.84 5.59 0.314
H 0.56 -2.77 -4.70 0.321
H -1.76 4.63 5.56 0.303
H -1.78 0.54 -4.12 0.222
H 1.39 2.32 1.72 0.455
H -0.17 -0.55 -0.07 0.708
H 0.83 -0.38 -3.94 0.145
H -0.96 4.46 7.14 0.318
H 3.82 3.52 -2.62 0.249
H -4.08 0.45 1.26 0.380
H -5.45 -3.30 -5.20 0.271
H 1.52 4.86 -1.09 0.234
H -0.69 -3.61 6.98 0.331
H 1.50 3.27 6.07 0.278
H -0.92 3.13 6.00 0.235
H -0.73 2.70 2.70 0.450
H 5.73 -1.82 -0.47 0.290
H -2.89 2.73 -3.59 0.345
H 1.49 4.46 -2.80 0.323
H 2.16 -0.88 -2.89 0.150
H 1.68 1.29 0.31 0.152
H 6.31 -4.26 -0.69 0.368
H 0.37 -2.64 -2.94 0.215
H 1.79 -3.30 7.22 0.299
H -3.61 -0.77 -3.61 0.251
H 2.34 -1.01 -4.64 0.333
H 2.62 5.69 -2.21 0.365
H -4.50 -2.16 -6.16 0.283
H -7.55 -2.10 -5.88 0.321
H -3.96 1.89 -2.44 0.273
H 4.97 -2.52 -1.91 0.304
H 3.72 -2.17 0.61 0.009
H 0.19 -4.97 6.26 0.269
H 4.58 -4.66 -0.67 0.263
H -6.60 -0.98 -6.84 0.285
H -6.16 -1.47 -3.98 0.235
H 3.83 3.92 -0.90 0.305

Record 4
89
Properties=species:S:1:pos:R:3:mulliken_charge:R:1 method="wB97M-V/def2-TZVPD" spin_multiplicity=2 energy_ha=-3659.96739 fmax_ev_per_a=8.7 charge=+1
Cu 7.00 -3.29 -0.43 1.000
O 8.12 1.69 2.36 -0.658
O 12.88 -11.63 7.53 -0.663
O 10.66 -5.21 1.90 -0.376
O 10.54 -6.21 0.10 -0.381
O 3.85 -2.09 4.11 -0.568
O 5.84 -5.49 -4.99 -0.674
O 4.80 -7.73 1.25 -0.637
O 12.06 -12.57 -5.06 -0.616
O 12.15 -6.77 1.40 -0.401
O 19.92 -5.67 -3.35 -0.648
N 12.11 -11.10 -3.29 -0.179
N 4.20 -1.67 6.21 -0.190
N 11.14 -6.07 1.14 1.157
N 4.27 -9.71 2.13 -0.195
N 20.30 -4.42 -1.59 -0.199
N 7.43 3.27 3.82 -0.151
N 4.66 -6.51 -6.65 -0.187
N 12.90 -9.70 6.42 -0.219
C 19.08 -4.65 -0.89 -0.872
C 3.97 -8.53 1.57 0.719
C 13.59 -11.23 -3.08 -0.765
C 3.46 -1.67 5.10 0.669
C 8.25 2.81 2.83 0.678
C 21.95 -4.40 -3.33 -1.010
C 13.76 -11.57 5.29 -1.045
C 5.66 -10.11 2.44 -0.795
C 5.75 -5.89 -6.17 0.685
C 2.52 -8.27 1.26 -1.049
C 2.10 -1.06 5.21 -0.984
C 20.63 -4.88 -2.77 0.739
C 3.39 -6.78 -6.01 -0.797
C 13.11 -11.01 6.47 0.810
C 6.94 -5.81 -7.02 -1.008
C 12.45 -8.82 7.52 -0.849
C 9.36 3.71 2.34 -1.099
C 9.95 -11.87 -4.19 -0.948
C 11.48 -11.83 -4.26 0.576
C 5.47 -2.33 6.31 -0.889
C 7.34 4.65 4.43 -0.856
H 5.57 -10.96 3.13 0.332
H 6.25 -10.48 1.60 0.265
H 7.70 5.43 3.76 0.290
H 7.23 -6.80 -7.37 0.321
H 9.47 -11.11 -4.80 0.246
H 6.67 -5.21 -7.89 0.301
H 7.95 4.79 5.32 0.310
H 4.67 -6.99 -7.54 0.260
H 13.79 -12.27 -2.79 0.254
H 22.41 -3.53 -2.86 0.314
H 21.86 -4.25 -4.40 0.287
H 2.09 -7.88 2.19 0.265
H 14.05 -10.50 -2.42 0.318
H 22.70 -5.18 -3.18 0.267
H 13.10 -9.25 5.53 0.183
H 19.37 -5.30 -0.06 0.310
H 11.55 -10.53 -2.68 0.228
H 18.37 -5.28 -1.42 0.324
H 20.96 -3.83 -1.11 0.207
H 9.78 4.37 3.10 0.361
H 9.79 -12.89 -4.53 0.279
H 1.81 -0.98 6.26 0.310
H 14.13 -11.13 -4.02 0.270
H 6.33 4.97 4.69 0.315
H 12.33 -9.31 8.49 0.322
H 18.60 -3.72 -0.60 0.280
H 2.73 -7.23 -6.75 0.311
H 9.55 -11.88 -3.17 0.338
H 13.27 -8.15 7.79 0.316
H 13.10 -11.85 4.47 0.244
H 6.32 -1.68 6.14 0.256
H 3.48 -7.46 -5.16 0.270
H 11.57 -8.22 7.31 0.276
H 2.25 -7.50 0.54 0.296
H 9.03 4.46 1.62 0.305
H 6.81 2.56 4.18 0.227
H 2.04 -9.21 1.02 0.312
H 5.53 -2.59 7.37 0.351
H 10.17 3.12 1.93 0.279
H 14.51 -10.82 5.05 0.318
H 14.38 -12.43 5.51 0.307
H 3.53 -10.39 2.18 0.230
H 3.84 -1.18 7.01 0.207
H 1.37 -1.58 4.61 0.292
H 6.19 -9.30 2.93 0.257
H 5.44 -3.29 5.79 0.299
H 2.97 -5.88 -5.57 0.266
H 7.74 -5.42 -6.38 0.252
H 2.17 -0.05 4.80 0.247

Record 5
89
Properties=species:S:1:pos:R:3:mulliken_charge:R:1 method="wB97M-V/def2-TZVPD" spin_multiplicity=1 energy_ha=-2173.19926 fmax_ev_per_a=1.6 charge=+1
Hg -30.96 4.52 -29.37 1.886
O -29.01 4.66 -30.67 -0.642
O -29.80 5.92 -28.14 -0.728
O -28.66 1.20 -28.97 -0.465
O -30.29 2.30 -29.89 -0.629
O -24.12 2.38 -27.73 -0.679
O -25.71 -0.51 -31.76 -0.658
O -29.60 2.83 -27.90 -0.412
O -32.54 3.30 -28.40 -0.829
O -34.02 0.18 -32.75 -0.623
O -30.01 -0.68 -23.68 -0.650
N -26.04 -2.30 -30.42 -0.017
N -29.51 2.07 -28.91 0.924
N -29.76 0.66 -25.48 0.079
N -31.93 -0.49 -33.34 -0.135
N -28.16 5.38 -26.72 0.382
N -27.11 3.82 -31.52 -0.084
N -25.34 0.88 -28.91 0.295
N -34.06 3.31 -26.75 -0.113
C -31.29 0.21 -32.26 -0.496
C -28.89 7.71 -26.86 -1.383
C -28.53 1.28 -25.03 -0.751
C -25.85 0.08 -27.81 -0.988
C -28.94 6.28 -27.30 0.533
C -26.89 -3.27 -29.77 -0.998
C -27.23 5.65 -25.65 -1.157
C -26.47 -1.36 -31.31 0.426
C -27.94 -1.33 -31.63 -1.000
C -33.29 -0.43 -33.51 0.682
C -31.59 -0.95 -25.44 -0.992
C -30.36 -0.34 -24.79 0.800
C -27.69 2.55 -31.93 -0.748
C -27.79 4.74 -30.84 0.653
C -33.84 -1.21 -34.69 -1.108
C -23.74 2.28 -30.10 -0.798
C -34.86 3.20 -29.02 -1.183
C -24.37 1.82 -28.79 0.743
C -26.96 5.88 -30.30 -1.119
C -33.75 3.31 -28.04 0.687
C -33.10 3.26 -25.64 -0.642
H -27.15 2.16 -32.79 0.452
H -25.86 0.68 -26.90 0.339
H -22.91 2.92 -29.84 0.335
H -30.48 0.86 -32.62 0.114
H -25.31 -0.85 -27.66 0.320
H -27.54 6.50 -29.63 0.153
H -30.83 -0.50 -31.56 0.162
H -26.45 6.36 -25.92 0.367
H -27.98 8.17 -27.25 0.318
H -34.14 -2.22 -34.42 0.260
H -31.65 -0.70 -26.51 0.263
H -25.06 -2.27 -30.20 0.324
H -35.32 4.19 -29.12 0.330
H -33.05 4.22 -25.12 0.296
H -24.50 2.84 -30.65 -0.111
H -28.32 4.42 -27.04 0.028
H -32.12 2.94 -25.97 0.103
H -35.03 3.24 -26.49 0.254
H -33.47 2.53 -24.92 0.327
H -27.79 -2.84 -29.33 0.277
H -27.21 -4.11 -30.40 0.343
H -32.00 0.80 -31.70 0.226
H -28.74 2.67 -32.20 0.318
H -31.62 -2.02 -25.30 0.335
H -26.36 -3.76 -28.95 0.351
H -28.44 -0.80 -30.82 0.081
H -27.60 1.80 -31.14 -0.044
H -29.79 8.19 -27.23 0.355
H -35.59 2.48 -28.68 0.404
H -26.66 6.52 -31.15 0.402
H -28.87 7.81 -25.77 0.431
H -23.43 1.44 -30.71 0.374
H -28.39 -2.31 -31.80 0.589
H -25.67 0.60 -29.83 -0.116
H -28.62 2.34 -24.82 0.200
H -32.43 -0.51 -24.91 0.195
H -29.98 0.79 -26.46 -0.034
H -33.11 -1.22 -35.51 0.336
H -27.74 6.08 -24.78 0.367
H -27.80 1.12 -25.84 0.059
H -28.14 0.77 -24.15 0.439
H -26.21 4.06 -31.89 0.350
H -34.44 2.93 -29.98 0.244
H -26.06 5.50 -29.83 0.325
H -26.72 4.74 -25.33 0.351
H -26.88 -0.16 -28.04 0.232
H -31.43 -1.10 -33.95 0.224
H -28.09 -0.77 -32.55 0.370
H -34.68 -0.65 -35.08 0.321